Record 1
The following is a quantum chemistry calculation of a molecular structure, C39H49AsIN7O2PtS2 in a non-equilibrium geometry, from the Open Molecules 2025 dataset.

Calculated values
Charge ... +2
E ... -149607.1857 eV
Energy above the lowest of the compared OMol25 structures with the same formula, charge and spin ... 31.1 kcal/mol

XYZ file:
```
102
Properties=species:S:1:pos:R:3:forces:R:3
Pt -0.231488 0.479617 -0.115394 0.1 -3.1 1.9
C -2.081984 -2.198512 3.673938 0.0 -0.1 0.0
N -2.721700 -0.904624 3.503432 0.0 0.1 0.0
C -2.173721 0.173551 2.955718 -0.1 0.1 -0.1
S -0.486969 0.278726 2.630335 0.6 0.2 -0.8
N -2.932104 1.237948 2.706061 -0.1 0.1 0.1
C -4.352981 1.376910 2.978081 0.0 0.0 0.1
H -2.451823 -2.658492 4.587588 0.0 0.0 0.0
H -1.007400 -2.072388 3.750209 0.0 0.0 0.0
H -2.310181 -2.853426 2.830059 0.0 0.0 0.0
H -3.703774 -0.871346 3.728107 0.0 0.1 0.0
H -2.430340 2.060150 2.406101 0.1 0.0 0.0
H -4.878464 0.438749 2.796952 0.0 0.0 -0.1
H -4.765699 2.124865 2.305385 0.0 0.0 0.0
H -4.537868 1.697887 4.004914 0.0 -0.1 0.0
C 4.122680 2.785947 -3.632069 0.0 0.0 0.0
C 3.086224 3.295377 -2.859105 0.0 0.0 0.0
C 2.534189 2.528403 -1.847068 0.0 0.0 0.1
C 3.043162 1.256987 -1.582498 -0.1 -0.1 -0.1
C 4.052744 0.731937 -2.383900 0.0 0.0 0.1
C 4.594813 1.503122 -3.403490 0.0 0.0 0.0
As 2.338655 0.216901 -0.112342 -0.6 1.7 0.1
C 3.370453 -1.411111 -0.217767 -0.6 -0.3 -0.1
C 4.674127 -1.422582 0.269378 0.0 0.2 0.0
C 5.455300 -2.553854 0.090703 0.0 0.0 0.0
C 4.941383 -3.668421 -0.558597 0.0 0.0 0.0
C 3.641746 -3.652381 -1.045495 0.0 0.0 0.0
C 2.858027 -2.521085 -0.884314 0.0 0.1 0.0
C 2.930280 1.111732 1.493484 0.0 -0.2 0.1
C 3.402839 0.373224 2.576124 -0.1 0.0 -0.1
C 3.884967 1.028399 3.699110 -0.1 0.0 0.1
C 3.858477 2.413743 3.758784 0.0 0.0 0.0
C 3.341844 3.147502 2.699011 0.0 0.0 0.1
C 2.868540 2.499494 1.570523 0.1 0.0 -0.1
H 4.552940 3.385205 -4.423177 0.0 0.0 0.0
H 2.706251 4.289371 -3.055962 0.0 0.0 0.0
H 1.693010 2.907393 -1.276044 0.1 0.0 0.0
H 4.422979 -0.270750 -2.218473 0.1 0.0 0.0
H 5.386185 1.094687 -4.017188 0.0 0.0 0.0
H 5.087530 -0.550154 0.757407 0.0 0.0 0.0
H 6.470503 -2.559140 0.463729 0.0 0.0 0.0
H 5.559116 -4.545234 -0.697993 0.0 0.0 0.0
H 3.244083 -4.519537 -1.556153 0.0 0.0 0.0
H 1.852733 -2.497063 -1.288245 0.0 -0.1 0.0
H 3.414580 -0.709374 2.542295 0.1 0.0 0.0
H 4.283846 0.456425 4.525988 0.0 0.0 0.0
H 4.232961 2.922863 4.636631 0.0 0.0 0.0
H 3.316884 4.227861 2.749155 0.0 0.0 0.0
H 2.465198 3.075854 0.751264 0.1 0.0 0.0
C -5.717172 -2.619530 -1.077992 0.1 0.0 0.1
C -5.210126 -2.000647 0.231963 -0.1 0.0 -0.2
C -4.295250 -0.851827 -0.022961 -0.1 0.3 -0.1
N -3.050471 -0.801814 0.279025 0.1 -0.3 0.1
N -2.450030 0.358041 -0.113866 1.0 0.7 -0.6
C -3.258911 1.216198 -0.701208 -0.2 0.2 0.2
N -2.914713 2.448629 -1.092706 -0.1 -0.2 -0.1
S -4.870421 0.603703 -0.823041 0.2 -0.1 0.0
H -6.393524 -3.443892 -0.859170 0.0 0.0 0.0
H -4.886936 -3.001018 -1.669951 0.0 0.0 0.0
H -6.262763 -1.881193 -1.666965 0.0 0.0 0.0
H -4.662915 -2.738592 0.818710 0.0 0.0 0.0
H -6.065754 -1.649752 0.814488 0.1 0.0 0.1
H -1.928258 2.685124 -1.091203 0.0 0.1 0.1
H -3.525818 2.959896 -1.706598 0.0 0.0 0.0
C -0.300022 5.640994 -1.121420 0.0 0.0 0.1
C -0.209766 5.107025 0.315985 -0.1 0.0 0.1
C 1.089961 5.587705 0.974504 0.0 0.0 0.0
C -1.419734 5.587175 1.131331 0.1 0.0 0.0
C -0.216214 3.634565 0.260423 -0.1 -0.2 0.2
C -0.226765 2.423802 0.241423 0.3 0.1 -1.4
H -0.246454 6.730127 -1.114910 0.0 0.0 0.0
H -1.240612 5.344780 -1.589177 0.0 0.0 0.0
H 0.522351 5.260014 -1.729330 0.0 0.0 0.0
H 1.079704 6.675689 1.050809 0.0 0.0 0.0
H 1.959859 5.296644 0.381792 0.0 0.0 0.0
H 1.192628 5.171402 1.977061 0.0 0.0 0.0
H -1.449783 6.677537 1.132040 0.0 0.0 0.0
H -1.349737 5.244488 2.164050 0.0 0.0 0.0
H -2.350687 5.214613 0.701268 0.0 0.0 0.0
O -1.289430 -6.491794 -4.576975 0.1 0.0 -0.1
C -2.065148 -6.424028 -3.418382 0.0 0.0 0.1
N -1.385337 -5.685104 -2.358655 -0.1 -0.1 0.0
C -1.778131 -4.465368 -1.942181 0.0 0.0 0.0
O -2.745990 -3.864750 -2.376156 0.0 0.0 0.0
C -0.943756 -3.832016 -0.857837 0.0 0.1 0.1
C -0.241366 -4.517677 0.123406 0.0 0.0 0.0
C 0.451469 -3.789733 1.078216 -0.1 0.0 0.0
C 0.429410 -2.410812 1.019087 0.0 0.1 0.2
N -0.267775 -1.744059 0.091711 0.1 0.5 -1.0
C -0.944952 -2.445444 -0.820738 0.0 -0.2 -0.1
H -1.460645 -5.734618 -5.145864 0.0 0.0 0.0
H -2.213168 -7.445809 -3.074898 0.0 0.0 0.0
H -3.028465 -5.942249 -3.572352 0.0 0.0 0.0
H -0.512946 -6.070363 -2.036182 0.0 0.1 0.0
H -0.247486 -5.600269 0.158106 0.0 0.0 0.0
H 1.015805 -4.279106 1.859337 0.0 0.0 0.0
H 0.963093 -1.815411 1.747463 0.0 0.0 0.0
H -1.515334 -1.910030 -1.566425 0.0 0.0 0.0
I -1.616570 0.136184 -3.479594 0.1 -0.1 -0.1
C 0.095077 0.267660 -2.260808 -0.3 0.7 1.2
H 0.658624 1.142363 -2.556448 0.0 -0.1 -0.1
H 0.678627 -0.638815 -2.393432 0.0 0.0 0.0
```
Positions in Å, forces in eV/Å.


Record 2
The following is a quantum chemistry calculation of a molecular structure, C39H49BBrCaN9O, from the Open Molecules 2025 dataset.

Calculated values
E ... -145861.1420 eV
Energy above the lowest of the compared OMol25 structures with the same formula, charge and spin ... 3.3 kcal/mol

XYZ file:
```
101
Properties=species:S:1:pos:R:3:forces:R:3
Ca -0.225537 -0.327588 0.207049 0.1 -0.3 -0.3
C 1.676111 4.604557 1.788513 0.0 0.1 0.0
C 0.819424 3.796491 0.872205 0.0 0.0 0.1
C -0.045017 4.252309 -0.095845 0.1 0.0 0.0
C -0.578792 3.101758 -0.691066 -0.1 -0.1 -0.1
N -0.095861 2.015612 -0.099641 0.4 0.4 0.1
N 0.785133 2.447000 0.862996 0.0 -0.1 0.0
B 1.684967 1.515456 1.730152 0.0 0.0 -0.1
N 0.873222 0.738272 2.812946 0.0 0.0 -0.1
N -0.143424 -0.146060 2.550620 0.2 0.3 0.4
C -0.653510 -0.503757 3.729497 -0.1 -0.1 -0.1
C 0.040240 0.130251 4.762527 0.0 0.1 0.0
C 0.993293 0.911816 4.143200 0.1 0.0 0.0
C 1.995122 1.807148 4.792901 0.0 0.0 0.1
C -1.830526 -1.447764 3.852189 0.0 0.0 0.0
C -2.225089 -1.591455 5.322984 0.0 0.0 0.0
C -3.024690 -0.880070 3.076862 0.0 0.0 0.0
C -1.454728 -2.829774 3.310811 0.0 0.0 0.0
N 2.582186 0.601642 0.826614 -0.1 -0.1 0.0
N 2.108433 -0.165695 -0.205489 0.2 0.3 0.1
C 3.159295 -0.583742 -0.898917 -0.1 -0.1 -0.1
C 4.339935 -0.128150 -0.296989 0.0 0.0 0.0
C 3.931391 0.622505 0.783991 0.0 0.1 0.1
C 4.782891 1.367687 1.756083 0.1 0.0 0.0
C 3.014441 -1.369897 -2.182910 0.0 0.0 0.0
C 1.556852 -1.421693 -2.638223 0.0 0.0 0.0
C 3.839672 -0.668639 -3.269065 0.0 0.0 0.0
C 3.551289 -2.792376 -1.991762 0.0 0.0 0.0
C -1.529146 3.059213 -1.865342 0.0 0.0 0.0
C -1.700662 1.644104 -2.405097 0.1 0.0 0.0
C -0.958608 3.947384 -2.978484 0.0 0.0 0.0
C -2.892986 3.604953 -1.425589 0.0 0.0 0.0
H 1.502323 5.661505 1.594946 0.0 0.0 0.0
H 2.735484 4.398581 1.637893 0.0 0.0 0.0
H 1.446695 4.408528 2.835472 0.0 0.0 0.0
H -0.240936 5.280181 -0.346296 0.0 0.0 0.0
H 2.428660 2.220654 2.329656 0.0 0.0 0.0
H -0.128134 0.048770 5.821027 0.0 0.0 0.0
H 1.902153 1.713046 5.873332 0.0 0.0 0.0
H 1.839452 2.852559 4.528560 0.0 0.0 0.0
H 3.015702 1.547726 4.514447 0.0 0.0 0.0
H -2.504061 -0.630191 5.757006 0.0 0.0 0.0
H -1.414170 -2.017850 5.915301 0.0 0.0 0.0
H -3.085047 -2.258153 5.404172 0.0 0.0 0.0
H -3.353355 0.061450 3.522420 0.0 0.0 0.0
H -3.857740 -1.585136 3.108158 0.0 0.0 0.0
H -2.783364 -0.685582 2.033461 0.0 0.0 0.0
H -0.687982 -3.293820 3.934867 0.0 0.0 0.0
H -1.066107 -2.766903 2.297283 0.0 0.0 0.0
H -2.330839 -3.480971 3.299832 0.0 0.0 0.0
H 5.355019 -0.296974 -0.611461 0.0 0.0 0.0
H 5.829733 1.157966 1.543877 0.0 0.0 0.0
H 4.576641 1.070648 2.783922 0.0 0.0 0.0
H 4.628299 2.444341 1.686845 0.0 0.0 0.0
H 1.157053 -0.415088 -2.784463 0.0 0.0 0.0
H 0.923860 -1.950842 -1.925548 0.0 0.0 0.0
H 1.482778 -1.953150 -3.588805 0.0 0.0 0.0
H 3.476070 0.345542 -3.438499 0.0 0.0 0.0
H 3.767654 -1.220946 -4.207765 0.0 0.0 0.0
H 4.892650 -0.608905 -2.993344 0.0 0.0 0.0
H 3.017884 -3.314307 -1.197773 0.0 0.0 0.0
H 4.610218 -2.777322 -1.729389 0.0 0.0 0.0
H 3.435238 -3.366892 -2.912344 0.0 0.0 0.0
H -0.739622 1.225872 -2.719136 0.0 0.0 0.0
H -2.349772 1.666352 -3.282811 0.0 0.0 0.0
H -2.150800 0.972756 -1.677146 0.0 0.0 0.0
H 0.004462 3.566412 -3.322162 0.0 0.0 0.0
H -0.814592 4.974714 -2.642473 0.0 0.0 0.0
H -1.644275 3.962662 -3.827775 0.0 0.0 0.0
H -3.321141 2.983615 -0.638049 0.0 0.0 0.0
H -3.584448 3.612373 -2.270194 0.0 0.0 0.0
H -2.806215 4.624078 -1.045533 0.0 0.0 0.0
Br 0.714300 -5.581456 -5.341673 0.0 0.0 0.0
C -0.713378 -5.925071 -4.147938 0.0 0.0 0.0
C -0.691525 -7.069471 -3.370650 -0.1 0.0 0.0
C -1.740737 -7.305586 -2.494739 0.1 0.0 -0.1
C -2.769995 -6.385811 -2.366514 -0.2 -0.2 0.0
C -2.802111 -5.260792 -3.184014 0.0 0.0 0.0
C -1.771882 -5.030085 -4.078314 0.1 0.0 0.0
N -3.841586 -6.742969 -1.461825 0.2 0.0 -0.3
N -4.301449 -5.935237 -0.643765 0.1 0.2 0.1
C -3.701904 -4.645863 -0.458555 -0.2 -0.2 0.0
C -4.554734 -3.574392 -0.405993 0.0 0.2 0.0
C -4.091180 -2.252532 -0.357763 -0.1 -0.1 -0.1
C -2.731938 -1.967873 -0.342555 0.1 -0.1 0.1
O -2.237582 -0.773675 -0.318078 -0.9 -0.4 -0.2
C -1.833454 -3.106966 -0.251694 0.1 0.0 0.1
N -0.512582 -2.823412 -0.055992 -0.2 0.0 0.0
C 0.328890 -3.810043 0.137609 0.0 0.0 0.0
C -0.061740 -5.159051 0.164826 0.0 0.1 0.0
C -1.375087 -5.462477 -0.045124 0.0 -0.1 0.1
C -2.310522 -4.430936 -0.281710 0.0 0.0 0.1
H 0.126033 -7.771317 -3.453296 0.0 0.0 0.0
H -1.758111 -8.202094 -1.888484 0.0 0.0 0.0
H -3.621681 -4.558980 -3.118566 0.0 0.0 0.0
H -1.785614 -4.154346 -4.711205 0.0 0.0 0.0
H -5.618922 -3.774041 -0.451154 0.0 0.0 0.0
H -4.786329 -1.423492 -0.350138 0.0 0.0 0.0
H 1.364256 -3.534541 0.306612 0.0 0.0 0.0
H 0.670608 -5.929100 0.361625 0.0 0.0 0.0
H -1.709894 -6.491591 -0.001863 0.0 0.1 0.1
```
Positions in Å, forces in eV/Å.